Record 1
A gas-phase ion, CHN4 (charge -1) at a distorted geometry. Source: the Open Molecules 2025 dataset; level of theory: ωB97M-V/def2-TZVPD.

Each line ends with the natural charge from an NBO analysis.
Geometry (Å):
1 N 2.700 -0.275 -0.053  -0.517
2 C 1.687 0.312 0.001  0.378
3 N 0.789 1.224 0.378  -0.283
4 N -0.217 1.663 -0.475  -0.480
5 N -0.507 0.674 0.457  -0.308
6 H -0.448 -0.322 -0.136  0.209

Computed properties:
ΔE to the lowest compared entry with this formula, charge and spin	128.7	kcal per mole
HOMO energy	-2.00	eV
electronic energy	-7009.1297	eV
orbital gap	0.257	hartree
charge	-1

=====

Record 2
C2HF3OS in the gas phase at a distorted geometry. Source: the Open Molecules 2025 dataset; level of theory: ωB97M-V/def2-TZVPD.

Each line ends with the natural charge from an NBO analysis.
Geometry (Å):
1 O -1.379 -1.275 0.826  -0.486
2 C -0.740 -0.286 0.389  0.263
3 S -1.004 1.239 1.157  0.071
4 C 0.580 -0.450 -0.473  0.910
5 F 1.689 -0.360 0.354  -0.324
6 F 0.661 -1.604 -1.034  -0.277
7 F 0.661 0.551 -1.408  -0.328
8 H -0.469 2.185 0.188  0.171

Computed properties:
ΔE to the lowest compared entry with this formula, charge and spin	14.0	kcal per mole
HOMO energy	-10.81	eV
electronic energy	-23124.8143	eV
orbital gap	0.384	hartree

=====

Record 3
11 unconnected molecules or ions with the total composition C24H76N6O11 at a distorted geometry. Source: the Open Molecules 2025 dataset; level of theory: ωB97M-V/def2-TZVPD.

Each line ends with the Löwdin charge.
Geometry (Å):
1 C 0.784 -5.669 5.374  -0.092
2 O 1.389 -4.839 6.385  -0.215
3 C 0.736 -4.900 7.712  -0.158
4 C 1.155 -6.217 8.488  -0.451
5 C 0.342 -6.255 9.756  -0.088
6 N 2.559 -6.128 8.855  0.037
7 H -0.277 -5.515 5.175  0.079
8 H 0.828 -6.618 5.907  0.066
9 H 1.364 -5.613 4.453  0.089
10 H 1.037 -3.999 8.246  0.116
11 H -0.337 -4.704 7.718  0.113
12 H 1.016 -7.175 7.988  0.128
13 H 0.828 -6.922 10.468  0.080
14 H -0.682 -6.550 9.527  0.077
15 H 0.291 -5.235 10.137  0.075
16 H 3.084 -6.598 8.131  0.072
17 H 2.748 -5.136 8.889  0.071
18 C 2.086 -0.232 -4.579  -0.139
19 O 1.921 -0.204 -3.236  -0.241
20 C 1.302 -1.298 -2.563  -0.146
21 C 1.220 -0.855 -1.045  -0.369
22 C 0.383 0.425 -0.794  -0.079
23 N 2.593 -0.565 -0.495  0.027
24 H 2.624 0.711 -4.679  0.097
25 H 1.114 -0.311 -5.065  0.093
26 H 2.782 -0.999 -4.918  0.089
27 H 0.320 -1.421 -3.019  0.118
28 H 1.943 -2.151 -2.787  0.120
29 H 0.696 -1.582 -0.424  0.120
30 H 1.055 1.274 -0.923  0.071
31 H -0.029 0.459 0.215  0.073
32 H -0.482 0.510 -1.451  0.073
33 H 2.952 0.082 -1.183  0.050
34 H 2.368 0.081 0.249  0.049
35 C 3.933 5.596 -4.489  -0.127
36 O 2.628 5.640 -5.017  -0.179
37 C 1.612 5.693 -3.978  -0.211
38 C 0.214 5.841 -4.493  -0.448
39 C -0.878 5.952 -3.394  -0.058
40 N -0.108 4.632 -5.214  0.026
41 H 4.212 6.504 -3.954  0.088
42 H 4.624 5.623 -5.331  0.082
43 H 4.144 4.629 -4.033  0.088
44 H 1.673 4.703 -3.528  0.120
45 H 1.658 6.456 -3.201  0.123
46 H 0.186 6.685 -5.182  0.143
47 H -1.817 6.246 -3.863  0.074
48 H -0.637 6.693 -2.632  0.066
49 H -1.064 5.006 -2.886  0.074
50 H 0.329 3.910 -4.659  0.066
51 H 0.213 4.665 -6.171  0.073
52 C -7.987 3.755 1.557  -0.132
53 O -7.881 2.957 2.686  -0.182
54 C -6.687 2.162 2.845  -0.196
55 C -6.597 1.680 4.260  -0.415
56 C -6.790 2.869 5.313  -0.045
57 N -5.378 0.949 4.619  0.019
58 H -7.317 4.596 1.734  0.089
59 H -8.979 4.157 1.352  0.086
60 H -7.763 3.297 0.594  0.084
61 H -6.570 1.275 2.222  0.119
62 H -5.769 2.644 2.507  0.127
63 H -7.407 1.004 4.535  0.125
64 H -5.798 3.260 5.540  0.064
65 H -7.226 2.670 6.292  0.064
66 H -7.366 3.684 4.875  0.060
67 H -5.086 0.256 3.946  0.062
68 H -5.612 0.396 5.431  0.071
69 C 3.803 5.430 3.227  -0.053
70 O 4.038 4.492 4.396  -0.219
71 C 4.143 4.958 5.754  -0.166
72 C 3.877 3.634 6.664  -0.413
73 C 2.495 2.948 6.366  -0.056
74 N 4.046 3.743 8.082  0.019
75 H 2.748 5.693 3.140  0.069
76 H 4.039 5.006 2.252  0.073
77 H 4.251 6.424 3.220  0.071
78 H 5.075 5.479 5.971  0.108
79 H 3.336 5.637 6.031  0.107
80 H 4.597 2.892 6.319  0.121
81 H 1.741 3.597 6.813  0.065
82 H 2.323 1.906 6.635  0.075
83 H 2.282 3.087 5.306  0.062
84 H 3.268 4.075 8.634  0.068
85 H 4.932 4.108 8.402  0.070
86 C -2.390 -4.352 -8.072  -0.080
87 O -3.769 -4.008 -8.086  -0.178
88 C -4.277 -3.445 -6.942  -0.230
89 C -4.435 -4.420 -5.716  -0.406
90 C -5.710 -5.293 -5.870  -0.071
91 N -4.554 -3.830 -4.375  0.035
92 H -2.069 -4.898 -8.959  0.092
93 H -2.197 -4.956 -7.185  0.075
94 H -1.795 -3.441 -8.008  0.086
95 H -3.627 -2.599 -6.719  0.117
96 H -5.254 -2.986 -7.098  0.126
97 H -3.526 -5.022 -5.703  0.106
98 H -6.556 -4.610 -5.795  0.070
99 H -5.904 -6.084 -5.146  0.079
100 H -5.950 -5.624 -6.880  0.076
101 H -5.504 -4.072 -4.129  0.048
102 H -4.553 -2.848 -4.608  0.058
103 O 3.465 -0.899 -11.536  -0.054
104 H 2.845 -0.247 -11.211  0.025
105 H 4.139 -0.386 -11.982  0.028
106 O 1.053 3.041 -10.295  -0.055
107 H 1.198 3.985 -10.233  0.028
108 H 0.358 2.947 -10.947  0.028
109 O 7.588 -1.740 2.430  -0.054
110 H 6.882 -1.330 2.930  0.028
111 H 7.187 -2.516 2.040  0.024
112 O 4.985 -4.837 0.204  -0.056
113 H 4.510 -4.007 0.247  0.025
114 H 5.035 -5.037 -0.730  0.027
115 O 5.138 -6.797 -4.453  -0.055
116 H 4.671 -7.225 -5.171  0.028
117 H 5.599 -7.508 -4.008  0.028

Computed properties:
ΔE to the lowest compared entry with this formula, charge and spin	144.6	kcal per mole
HOMO energy	-8.84	eV
electronic energy	-57575.5332	eV
orbital gap	0.337	hartree

=====

Record 4
A molecular structure, C20H16N5Zn. Source: the Open Molecules 2025 dataset; level of theory: ωB97M-V/def2-TZVPD.

Each line ends with the natural charge from an NBO analysis.
Geometry (Å):
1 Zn -0.268 0.184 -1.156  1.517
2 N -0.290 -1.468 3.024  -0.537
3 C -0.619 -0.714 1.978  0.365
4 N 0.209 -0.355 1.043  -0.650
5 C 1.524 -0.808 1.088  0.408
6 N 2.374 -0.451 0.180  -0.338
7 N 1.765 0.333 -0.775  -0.387
8 C 2.381 1.344 -1.226  0.111
9 C 1.635 2.263 -2.107  0.135
10 C 2.221 3.373 -2.680  -0.204
11 C 1.420 4.235 -3.420  -0.128
12 C 0.075 3.949 -3.565  -0.228
13 C -0.433 2.805 -2.965  0.078
14 N 0.329 1.991 -2.244  -0.554
15 C 1.940 -1.678 2.184  -0.163
16 C 3.232 -2.195 2.292  -0.131
17 C 3.565 -3.002 3.357  -0.204
18 C 2.613 -3.301 4.334  -0.148
19 C 1.333 -2.797 4.246  -0.257
20 C 1.002 -1.987 3.166  0.240
21 H -0.988 -1.685 3.719  0.431
22 H -1.652 -0.389 1.910  0.225
23 H 3.395 1.576 -0.914  0.216
24 H 3.279 3.557 -2.551  0.239
25 H 1.846 5.119 -3.873  0.241
26 H -0.580 4.597 -4.130  0.245
27 H -1.476 2.528 -3.062  0.229
28 H 3.955 -1.945 1.528  0.246
29 H 4.566 -3.404 3.440  0.235
30 H 2.877 -3.936 5.170  0.235
31 H 0.592 -3.026 5.003  0.228
32 C -4.959 -0.558 -1.106  -0.211
33 C -4.376 0.662 -0.794  -0.238
34 C -2.994 0.808 -0.881  -0.214
35 C -2.165 -0.252 -1.283  -0.632
36 C -2.780 -1.466 -1.592  -0.230
37 C -4.158 -1.619 -1.506  -0.212
38 H -6.033 -0.679 -1.041  0.221
39 H -4.993 1.498 -0.489  0.217
40 H -2.568 1.777 -0.628  0.182
41 H -2.187 -2.314 -1.916  0.205
42 H -4.611 -2.572 -1.755  0.219

Computed properties:
HOMO energy	-11.41	eV
electronic energy	-76863.0461	eV
orbital gap	0.281	hartree
charge	+1

=====

Q: Among the records above, which one has the highest orbital gap?
A: C2HF3OS